1) 16
Properties=species:S:1:pos:R:3 method="wB97M-V/def2-TZVPD" charge=-1 gap_ev=6.98 homo_energy_ev=-3.10
C 0.133 0.732 -1.573
C -0.710 -0.568 -1.486
S -1.641 -0.602 0.105
N 0.928 1.038 -0.393
H -0.581 1.540 -1.723
H 0.847 0.656 -2.396
H -0.028 -1.425 -1.531
H -1.357 -0.584 -2.366
H 1.296 0.207 0.087
H 0.281 1.201 0.380
H 2.892 1.109 -0.337
H 3.943 1.840 0.550
O 3.806 1.457 -0.318
H -1.125 -1.320 2.141
H -1.791 -2.290 3.154
O -1.487 -1.398 3.048

2) 16
Properties=species:S:1:pos:R:3 method="wB97M-V/def2-TZVPD" charge=-1 gap_ev=6.21 homo_energy_ev=-2.87
C -0.448 -0.287 0.227
C -0.153 -0.550 -1.253
S -1.530 -1.273 -2.180
N -0.905 -1.554 0.877
H -1.200 0.502 0.278
H 0.436 0.115 0.731
H 0.679 -1.273 -1.219
H 0.197 0.348 -1.759
H -1.206 -2.061 0.018
H -1.892 -1.331 1.088
H -0.435 -1.114 3.583
H 0.345 -1.150 2.340
O 0.482 -0.997 3.300
H 1.740 3.281 -1.290
H 1.826 3.450 -2.783
O 2.065 3.896 -1.958

3) 16
Properties=species:S:1:pos:R:3 method="wB97M-V/def2-TZVPD" charge=-1 gap_ev=6.19 homo_energy_ev=-2.63
C -0.135 0.396 0.560
C -0.814 -0.273 -0.632
S 0.247 -0.672 -2.137
N 0.947 1.420 0.149
H 0.353 -0.371 1.254
H -0.983 1.050 1.202
H -1.684 0.254 -1.124
H -1.207 -1.173 -0.199
H 0.647 2.176 -0.391
H 1.554 0.877 -0.397
H 2.337 0.601 1.598
H 2.386 -0.241 2.819
O 2.826 0.037 2.095
H -2.588 -0.946 1.658
H -3.103 -0.693 0.327
O -3.151 -0.219 1.259

4) 16
Properties=species:S:1:pos:R:3 method="wB97M-V/def2-TZVPD" charge=-1 gap_ev=5.68 homo_energy_ev=-2.61
C 0.238 -0.390 0.858
C 0.082 -1.182 2.212
S -0.991 -2.685 2.010
N 0.955 -1.272 -0.074
H -0.767 -0.063 0.525
H 0.906 0.418 1.031
H 0.990 -1.563 2.679
H -0.510 -0.598 3.039
H 1.928 -1.353 0.095
H 0.422 -2.170 0.100
H -2.198 4.358 -1.107
H -0.655 4.276 -1.296
O -1.467 4.672 -1.584
H 0.626 -0.950 -2.142
H -0.195 -0.926 -3.327
O 0.636 -0.571 -3.020

In order of decreasing stability: 1), 2), 4), 3).

1) 86
Properties=species:S:1:pos:R:3 method="wB97M-V/def2-TZVPD" charge=-1 gap_ev=7.52 homo_energy_ev=-5.14
Pb -0.183 -0.157 -0.330
N 3.130 0.089 1.622
C 3.972 0.840 0.862
C 5.343 0.625 0.861
C 6.224 1.521 0.239
C 5.765 2.645 -0.394
C 4.372 2.854 -0.494
C 3.814 3.960 -1.177
C 2.465 4.061 -1.319
C 1.649 3.039 -0.791
N 2.115 2.025 -0.107
C 3.466 1.932 0.085
H 3.411 -0.859 1.819
H 2.133 0.157 1.493
H 5.728 -0.252 1.369
H 7.289 1.326 0.282
H 6.447 3.363 -0.837
H 4.478 4.706 -1.599
H 2.009 4.881 -1.860
H 0.576 3.052 -0.963
O -1.132 -0.501 3.659
S -0.979 -1.123 2.355
O -1.315 -2.532 2.328
O 0.433 -0.917 1.814
O -1.813 -0.349 1.328
C -3.824 5.132 0.267
N -2.922 4.210 -0.396
C -2.291 4.726 -1.600
P -2.329 2.854 0.391
O -1.610 2.039 -0.642
N -1.455 3.394 1.695
C -0.698 4.642 1.581
C -0.755 2.403 2.527
N -3.676 2.164 1.066
C -4.365 1.218 0.169
C -3.755 1.789 2.481
H -3.310 6.044 0.603
H -4.272 4.643 1.129
H -4.621 5.434 -0.419
H -3.049 4.931 -2.365
H -1.598 3.986 -1.994
H -1.744 5.661 -1.412
H -1.148 5.309 0.850
H 0.341 4.460 1.291
H -0.696 5.143 2.553
H -1.291 1.458 2.563
H -0.680 2.784 3.548
H 0.256 2.215 2.153
H -4.323 1.594 -0.853
H -5.414 1.153 0.470
H -3.909 0.226 0.205
H -3.278 0.828 2.689
H -4.813 1.728 2.750
H -3.281 2.558 3.087
O 2.762 -4.165 -1.349
S 2.147 -3.577 -0.183
O 3.037 -2.962 0.760
N 0.925 -2.577 -0.704
C -0.250 -3.173 -0.539
S -1.672 -2.443 -1.114
C -0.205 -4.474 0.178
C -1.257 -5.279 0.569
C -0.976 -6.378 1.364
C 0.329 -6.667 1.760
C 1.389 -5.868 1.349
C 1.085 -4.783 0.553
H -2.269 -5.014 0.289
H -1.783 -7.011 1.714
H 0.521 -7.514 2.408
H 2.409 -6.073 1.651
N 0.733 2.309 -3.838
C 0.212 1.273 -3.799
N -0.438 0.105 -3.738
C -1.723 0.031 -4.448
C -1.466 -0.334 -5.898
O -0.736 -1.547 -6.010
C 0.518 -1.482 -5.332
C 0.326 -1.151 -3.865
H -2.234 0.991 -4.380
H -2.324 -0.732 -3.953
H -0.903 0.482 -6.372
H -2.400 -0.481 -6.439
H 1.158 -0.730 -5.811
H 0.979 -2.462 -5.437
H 1.280 -1.064 -3.348
H -0.261 -1.931 -3.384

2) 86
Properties=species:S:1:pos:R:3 method="wB97M-V/def2-TZVPD" charge=-1 gap_ev=7.90 homo_energy_ev=-5.62
Pb 0.961 1.575 0.897
N -2.393 -1.102 1.363
C -2.646 -2.062 0.435
C -3.552 -3.087 0.620
C -3.869 -3.970 -0.428
C -3.307 -3.848 -1.668
C -2.346 -2.831 -1.885
C -1.716 -2.609 -3.131
C -0.790 -1.615 -3.255
C -0.453 -0.853 -2.114
N -1.014 -1.031 -0.950
C -1.973 -1.975 -0.830
H -1.613 -0.486 1.189
H -2.610 -1.280 2.326
H -4.049 -3.186 1.576
H -4.595 -4.754 -0.243
H -3.579 -4.510 -2.479
H -1.987 -3.230 -3.976
H -0.303 -1.414 -4.200
H 0.312 -0.086 -2.171
O 0.429 3.835 4.292
S 0.641 3.144 3.051
O 0.420 3.969 1.824
O 2.006 2.534 2.877
O -0.291 1.944 2.862
C -0.747 4.123 -2.052
N -2.133 3.902 -1.683
C -3.041 4.919 -2.166
P -2.550 2.821 -0.490
O -1.436 1.873 -0.268
N -3.892 1.945 -0.940
C -5.218 2.515 -1.056
C -3.666 0.825 -1.839
N -3.130 3.699 0.787
C -2.467 4.949 1.171
C -3.450 2.900 1.974
H -0.375 5.066 -1.639
H -0.657 4.161 -3.141
H -0.128 3.313 -1.682
H -2.659 5.922 -1.949
H -4.016 4.824 -1.693
H -3.173 4.841 -3.251
H -5.348 3.320 -0.338
H -5.961 1.741 -0.846
H -5.416 2.898 -2.066
H -2.658 0.430 -1.693
H -3.787 1.120 -2.889
H -4.384 0.030 -1.622
H -2.254 5.550 0.293
H -1.536 4.768 1.713
H -3.157 5.511 1.805
H -3.925 1.968 1.675
H -4.144 3.466 2.598
H -2.544 2.672 2.548
O 5.879 -1.729 2.080
S 4.893 -1.322 3.052
O 5.314 -0.483 4.134
N 3.602 -0.693 2.250
C 2.562 -1.473 2.315
S 1.121 -1.261 1.437
C 2.750 -2.687 3.179
C 1.842 -3.684 3.485
C 2.266 -4.728 4.298
C 3.569 -4.771 4.787
C 4.481 -3.771 4.474
C 4.037 -2.743 3.669
H 0.836 -3.635 3.092
H 1.574 -5.519 4.555
H 3.875 -5.594 5.419
H 5.493 -3.792 4.849
N 2.629 1.194 -1.905
C 3.033 0.110 -1.896
N 3.406 -1.156 -1.958
C 3.799 -1.683 -3.264
C 5.299 -1.507 -3.459
O 6.016 -2.114 -2.407
C 5.676 -1.542 -1.145
C 4.200 -1.706 -0.850
H 3.230 -1.177 -4.045
H 3.545 -2.747 -3.273
H 5.538 -0.434 -3.508
H 5.632 -1.985 -4.383
H 5.941 -0.475 -1.144
H 6.271 -2.054 -0.391
H 3.916 -1.215 0.075
H 3.945 -2.765 -0.766

In order of decreasing stability: 1), 2).

1) 14
Properties=species:S:1:pos:R:3 method="wB97M-V/def2-TZVPD" smiles=CSS.CSS gap_ev=8.37 homo_energy_ev=-8.39
C -2.355 0.967 0.120
S -1.686 2.026 -1.057
S -0.755 0.974 -2.535
H -1.971 -0.051 0.161
H -3.504 0.789 -0.001
H -2.167 1.424 1.068
H 0.414 0.628 -1.891
C 1.471 -1.691 -0.003
S 2.739 -0.898 1.007
S 1.464 0.647 1.785
H 0.572 -1.142 -0.204
H 1.103 -2.719 0.251
H 1.980 -1.938 -0.936
H 2.694 0.986 2.236

2) 14
Properties=species:S:1:pos:R:3 method="wB97M-V/def2-TZVPD" smiles=CSS.CSS gap_ev=8.71 homo_energy_ev=-8.42
C 1.957 -0.888 -1.446
S 2.881 0.817 -1.392
S 1.847 2.116 -0.347
H 2.667 -1.700 -1.638
H 1.206 -0.793 -2.243
H 1.437 -1.138 -0.479
H 1.145 2.784 -1.381
C -1.224 0.442 1.979
S -2.946 0.289 1.174
S -2.732 -1.670 0.336
H -1.481 1.157 2.658
H -0.481 0.619 1.126
H -0.747 -0.437 2.490
H -3.528 -1.600 -0.837

3) 14
Properties=species:S:1:pos:R:3 method="wB97M-V/def2-TZVPD" smiles=CSS.CSS gap_ev=8.97 homo_energy_ev=-8.67
C -2.325 1.523 1.595
S -1.947 1.624 -0.183
S -2.601 -0.336 -0.689
H -1.711 0.864 2.196
H -3.365 1.205 1.644
H -2.234 2.559 1.958
H -1.379 -0.533 -1.238
C 2.799 -1.260 0.027
S 1.409 -1.790 -1.017
S 1.709 -0.530 -2.697
H 3.265 -0.389 -0.436
H 3.485 -2.103 0.191
H 2.339 -0.981 1.013
H 0.556 0.148 -2.365

In order of decreasing stability: 3), 1), 2).